Molecular formula: C57H52BBrCrN4O5PS
Method: DFT, ωB97M-V/def2-TZVPD

Structure (XYZ):
```
123
Properties=species:S:1:pos:R:3
Cr 0.20198 0.08014 -0.10808
C -0.37587 -0.98281 3.71752
O -1.13848 -0.32096 2.72517
C -2.46921 -0.27360 2.82048
C -3.22278 -0.59325 3.93410
C -4.61680 -0.50333 3.86836
Br -5.63556 -0.91250 5.41284
C -5.25861 -0.12923 2.71432
C -4.49180 0.20019 1.58177
C -3.11275 0.17806 1.63869
O -2.29755 0.52029 0.62429
C -5.12797 0.48106 0.28001
N -4.44392 0.73403 -0.81337
C -5.39033 0.84746 -1.82395
C -5.21156 1.07978 -3.18597
C -6.34090 1.12576 -3.97601
C -7.62397 0.94620 -3.43078
C -7.81604 0.71161 -2.08325
C -6.67174 0.66265 -1.29258
N -6.48098 0.43578 0.06166
H -0.31027 -0.37120 4.62268
H 0.60961 -1.10970 3.27749
H -0.81237 -1.95920 3.93875
H -2.73655 -0.91002 4.84577
H -6.33760 -0.09881 2.69177
H -2.81790 0.58596 -0.22786
H -4.21828 1.20352 -3.59264
H -6.24078 1.29632 -5.03910
H -8.48352 0.98590 -4.08658
H -8.80565 0.56899 -1.67151
H -7.18432 0.19893 0.73585
C 7.76256 0.49773 -0.85780
C 6.75400 1.27934 -1.40878
C 5.42750 0.95627 -1.18064
C 5.07245 -0.13138 -0.38154
C 6.09128 -0.91385 0.14878
C 7.42448 -0.60462 -0.08758
P 3.26333 -0.41516 -0.14341
C 3.31882 -2.00378 0.78442
C 3.35011 -2.08937 2.17369
C 3.38927 -3.32435 2.80514
C 3.40092 -4.49373 2.05783
C 3.37889 -4.42083 0.67241
C 3.33678 -3.18480 0.04537
C 2.89294 0.73537 1.22914
C 3.87379 1.37427 1.98676
C 3.51181 2.13739 3.08600
C 2.16685 2.23930 3.41656
C 1.20770 1.60699 2.63569
C 1.50995 0.84159 1.49781
H 8.80134 0.74412 -1.03340
H 7.00147 2.13279 -2.02642
H 4.64519 1.55277 -1.63752
H 5.84565 -1.77553 0.75926
H 8.20076 -1.22920 0.33601
H 3.33325 -1.18116 2.76517
H 3.40513 -3.37293 3.88678
H 3.41448 -5.45690 2.55064
H 3.36260 -5.32482 0.07837
H 3.28765 -3.13151 -1.03556
H 4.92172 1.27427 1.72958
H 4.26744 2.63383 3.68363
H 1.86764 2.81192 4.28890
H 0.16814 1.72948 2.92952
C 2.14456 -7.99773 -1.53085
C 0.63782 -7.96111 -1.24222
C 0.28817 -9.17763 -0.38626
C -0.12973 -8.07205 -2.56585
C 0.28735 -6.64331 -0.55248
C -0.27488 -6.58871 0.71778
C -0.57830 -5.37199 1.34716
C -0.29492 -4.21737 0.66525
O -0.45240 -2.93061 1.04854
B 0.06904 -2.08235 -0.01766
O 0.47371 -3.00306 -1.05098
C 0.26303 -4.25558 -0.60693
C 0.55702 -5.44161 -1.23077
H 2.42288 -8.94999 -1.98806
H 2.71578 -7.88068 -0.60851
H 2.44080 -7.19904 -2.20967
H 0.51780 -10.08877 -0.94164
H -0.77182 -9.19867 -0.13204
H 0.86141 -9.19713 0.54131
H 0.10875 -9.01307 -3.06634
H 0.12094 -7.25667 -3.24273
H -1.20562 -8.03751 -2.38986
H -0.48573 -7.50192 1.25320
H -1.01036 -5.34591 2.33743
H 1.00049 -5.43066 -2.21695
C -1.08253 5.06663 1.86551
C -0.42007 4.24166 0.81703
C 0.66612 4.47335 0.00136
C 0.85808 3.27188 -0.71222
N -0.05384 2.37817 -0.36352
N -0.82255 2.98655 0.55647
C 1.91249 2.92187 -1.70758
H -1.08529 6.11899 1.58656
H -0.55964 4.97034 2.81786
H -2.11541 4.75421 2.01624
H 1.25208 5.37174 -0.05704
H -1.55778 2.44531 0.98685
H 1.89459 3.61105 -2.55375
H 1.75246 1.90953 -2.07748
H 2.90014 2.97818 -1.24483
C 1.45722 1.79269 -11.01267
C 1.21356 1.01604 -9.74082
O 2.08795 0.47559 -9.11820
S -0.52312 0.99163 -9.28160
C -0.46117 0.69695 -7.54120
C 0.10196 -0.45212 -6.99524
C 0.13374 -0.62318 -5.62542
C -0.41193 0.33244 -4.75795
C -1.00045 1.46779 -5.32951
C -1.01698 1.65452 -6.69867
C -0.36179 0.16843 -3.34386
C -0.31524 0.02658 -2.13120
H 2.40604 1.49121 -11.44707
H 1.48922 2.85295 -10.75700
H 0.64320 1.65220 -11.72357
H 0.51926 -1.20787 -7.64629
H 0.58148 -1.50954 -5.19790
H -1.43275 2.21132 -4.67298
H -1.45913 2.54738 -7.12032
```

Calculated values
Multiplicity: 5
LUMO energy (alpha / beta) in eV: 1.940 / 1.940
⟨S²⟩: 6.038
Frontier orbital gap (alpha / beta) in Ha: 0.2132 / 0.2421
Charge: -1
HOMO (alpha / beta) in hartree: -0.1419 / -0.1708


Molecular formula: C68H58GeNO2P3Ti
Method: DFT, ωB97M-V/def2-TZVPD

Structure (XYZ):
```
134
Properties=species:S:1:pos:R:3
Ti -0.08648 0.18331 0.10412
C 3.46941 0.17309 1.58296
N 2.85313 -0.66532 2.58490
C 1.85921 -0.01887 3.40906
P 0.14856 0.05855 2.64618
C -0.65321 1.28910 3.74541
C 0.01418 2.45414 4.12574
C -0.62872 3.43440 4.86770
C -1.95522 3.26861 5.23872
C -2.63238 2.11717 4.86437
C -1.99083 1.13659 4.12099
C -0.51552 -1.53339 3.26553
C -0.82628 -1.71058 4.61767
C -1.30128 -2.93007 5.07107
C -1.45605 -3.99483 4.18798
C -1.10085 -3.84557 2.85834
C -0.63618 -2.61837 2.40035
C 3.54829 -1.80106 3.09117
C 4.94027 -1.85062 3.12726
C 5.59095 -2.97951 3.61314
C 4.86718 -4.06421 4.08362
C 3.47914 -4.01070 4.06388
C 2.82384 -2.89310 3.56679
P 2.44358 0.12728 0.03348
C 2.72234 -1.63076 -0.38623
C 3.97819 -2.21753 -0.48460
C 4.08779 -3.58130 -0.73756
C 2.94726 -4.35874 -0.89389
C 1.68796 -3.77605 -0.82368
C 1.58960 -2.41755 -0.57638
C 3.49134 1.08748 -1.09960
C 3.91576 0.58156 -2.32443
C 4.68886 1.36614 -3.17169
C 5.03714 2.65818 -2.80242
C 4.58336 3.18425 -1.59853
C 3.80552 2.40354 -0.75294
H 4.44067 -0.21709 1.30369
H 3.60018 1.20253 1.93075
H 2.17617 0.99717 3.65385
H 1.74270 -0.56397 4.34167
H 1.04911 2.61376 3.85227
H -0.08852 4.32837 5.15611
H -2.45795 4.03490 5.81669
H -3.66999 1.97976 5.14709
H -2.53295 0.23995 3.84500
H -0.70035 -0.89293 5.31692
H -1.54883 -3.05256 6.11929
H -1.85456 -4.93814 4.54173
H -1.18600 -4.68006 2.17260
H -0.36338 -2.51592 1.36392
H 5.53187 -1.00210 2.80462
H 6.67450 -2.99828 3.63486
H 5.37760 -4.93775 4.47175
H 2.89639 -4.84778 4.42903
H 1.74081 -2.87128 3.54118
H 4.87588 -1.61562 -0.38599
H 5.06863 -4.03666 -0.81265
H 3.03948 -5.42261 -1.07906
H 0.79667 -4.37542 -0.96732
H 0.61153 -1.93518 -0.55050
H 3.65692 -0.42833 -2.61780
H 5.02075 0.96066 -4.12137
H 5.66195 3.25865 -3.45331
H 4.83354 4.20091 -1.31954
H 3.43670 2.82319 0.17794
O -3.08015 -2.34569 0.37308
C -2.73333 -1.21196 0.46291
O -1.57290 -0.77362 -0.05015
C -3.55251 -0.15735 1.15603
C -4.65420 -0.62425 1.86637
C -5.50118 0.25330 2.51812
C -5.24362 1.61462 2.46511
C -4.13780 2.08814 1.77630
C -3.26948 1.22096 1.11704
P -1.89744 1.92957 0.09201
C -1.42132 3.54792 0.79568
C -0.10605 3.68428 1.23555
C 0.38840 4.90924 1.66109
C -0.44151 6.01943 1.67335
C -1.76563 5.89554 1.26762
C -2.24638 4.67639 0.81435
C -2.85844 2.37635 -1.40400
C -2.63293 3.56379 -2.09981
C -3.33316 3.83508 -3.26652
C -4.27121 2.93054 -3.74607
C -4.50124 1.74910 -3.05882
C -3.78999 1.46567 -1.90267
H -4.82984 -1.69216 1.87565
H -6.36219 -0.11829 3.06002
H -5.91139 2.31587 2.95330
H -3.94610 3.15128 1.76782
H 0.54576 2.82300 1.23707
H 1.42219 5.00099 1.97694
H -0.05801 6.98405 1.98475
H -2.42379 6.75718 1.28667
H -3.26183 4.61491 0.44151
H -1.91534 4.28472 -1.73414
H -3.14395 4.75851 -3.80084
H -4.81773 3.14561 -4.65636
H -5.23046 1.03645 -3.42350
H -3.96584 0.52623 -1.39557
C 0.59958 2.18034 -2.12802
Ge 0.68890 0.24316 -2.70387
C -1.06243 -0.52641 -3.29690
C -1.69058 0.03282 -4.41775
C -2.84433 -0.53227 -4.94823
C -3.41048 -1.65211 -4.35241
C -2.79628 -2.22460 -3.24624
C -1.61697 -1.68016 -2.74491
C 1.54526 0.42890 -4.46277
C 1.35899 1.58315 -5.17601
C 1.80143 1.69326 -6.51889
C 2.47153 0.66237 -7.10986
C 2.71863 -0.53888 -6.39478
C 3.43366 -1.61975 -6.97651
C 3.64260 -2.77715 -6.28563
C 3.14278 -2.91858 -4.96840
C 2.46450 -1.89132 -4.38040
C 2.23347 -0.66599 -5.06882
H 0.67370 2.31336 -1.03733
H 1.45256 2.70398 -2.56107
H -0.31725 2.65466 -2.46963
H -1.26841 0.90745 -4.89984
H -3.29291 -0.10081 -5.83675
H -4.31880 -2.08500 -4.75596
H -3.22481 -3.09968 -2.77135
H -1.13832 -2.18494 -1.91666
H 0.84947 2.43364 -4.73205
H 1.59504 2.60300 -7.07220
H 2.81905 0.74097 -8.13504
H 3.81164 -1.50734 -7.98832
H 4.19253 -3.59277 -6.73911
H 3.30539 -3.84501 -4.43049
H 2.07476 -1.99530 -3.36941
```

Calculated values
Multiplicity: 2
LUMO energy (alpha / beta) in eV: -2.918 / -2.760
⟨S²⟩: 0.850
Frontier orbital gap (alpha / beta) in Ha: 0.2266 / 0.2360
Charge: +1
HOMO (alpha / beta) in hartree: -0.3339 / -0.3374


Short version: ΔE to the lowest compared entry with this formula, charge and spin = 4.6; 29.3 kcal per mole, in the order given.